Entry from the OMol25 dataset: a structure of composition C25H25BeIO7P2Se (the ωB97M-V functional and the def2-TZVPD basis).

The value obtained for the HOMO-LUMO gap is 8.18 eV. As for the energy above the lowest of the compared OMol25 structures with the same formula, charge and spin: 0.000 eV. As for the highest occupied orbital energy: -0.3222 Eh. As for the total energy: -133090.067 eV.

Last column: natural (NBO) charge in e.
Atoms and positions in Å:
1 H -2.863 -2.021 -5.390  0.224
2 O 5.181 2.028 -1.074  -0.999
3 C -1.805 0.350 1.832  -0.181
4 O 2.859 3.481 -0.939  -1.091
5 C -0.623 0.085 4.327  -0.225
6 C -1.879 0.659 4.214  -0.193
7 H -1.846 0.962 -1.731  0.174
8 C -1.308 -1.209 -4.127  -0.232
9 H 4.678 -1.533 2.508  0.223
10 C -1.505 -2.656 0.523  -0.100
11 C 0.045 -0.359 3.192  -0.147
12 C -2.472 0.785 2.963  -0.203
13 H 1.440 4.346 2.341  0.193
14 C 1.487 3.462 1.711  -0.253
15 H -2.278 0.451 0.864  0.222
16 C 2.762 -1.219 1.621  -0.174
17 H -3.859 -4.136 -1.383  0.217
18 H -3.835 -3.376 -3.561  0.215
19 C -2.446 -1.996 -4.393  -0.205
20 C -2.434 -2.687 -2.081  -0.092
21 H 2.962 -4.905 0.507  0.217
22 C -0.539 -0.223 1.938  -0.379
23 C 1.703 -1.784 0.907  -0.395
24 O 0.287 3.893 -1.773  -0.808
25 C 3.934 -3.314 1.567  -0.185
26 C -3.024 -3.510 -1.092  -0.137
27 H -2.399 1.006 5.097  0.219
28 P 0.321 -0.716 0.404  0.743
29 H -1.784 2.566 -2.491  0.194
30 O 0.389 3.574 0.787  -0.839
31 C -0.897 -1.829 -0.391  -0.388
32 H 2.431 3.417 1.175  0.242
33 H -0.490 5.584 -2.586  0.198
34 H -0.862 -0.660 -4.946  0.226
35 Se 3.601 2.076 -1.357  2.753
36 H 2.750 -0.168 1.880  0.236
37 C 1.789 -3.113 0.503  -0.130
38 H 4.803 -3.907 1.820  0.219
39 P 0.269 2.832 -0.606  1.674
40 C -2.557 -3.522 0.184  -0.242
41 H -3.103 2.159 -1.372  0.197
42 H -3.454 1.229 2.869  0.220
43 H 0.993 -3.562 -0.074  0.209
44 Be 1.282 0.903 -0.696  1.368
45 C -2.980 -2.734 -3.388  -0.164
46 O -1.329 2.528 -0.451  -0.843
47 O 2.778 0.925 -0.337  -1.321
48 C -2.042 2.027 -1.577  -0.266
49 C 2.902 -3.875 0.833  -0.231
50 O 3.116 1.573 -2.852  -1.103
51 C 3.862 -1.984 1.961  -0.194
52 H 1.019 -0.821 3.297  0.222
53 H 1.338 2.573 2.326  0.173
54 H -1.183 -2.627 1.557  0.216
55 H -0.158 -0.026 5.297  0.220
56 C -0.277 5.200 -1.592  -0.258
57 C -0.741 -1.141 -2.879  -0.229
58 C -1.318 -1.851 -1.770  0.013
59 H -3.000 -4.159 0.937  0.225
60 H -1.194 5.155 -1.003  0.184
61 I 1.049 -0.043 -2.933  0.373
62 H 0.454 5.838 -1.099  0.202

Cartesian forces, eV/Å:
0.007 0.004 -0.006
-0.483 -0.156 -0.023
-0.020 0.031 -0.013
0.343 -0.494 -0.140
-0.020 0.002 -0.046
0.001 -0.003 0.005
0.015 0.032 0.020
-0.177 -0.130 0.064
0.008 0.010 0.007
-0.081 -0.080 0.039
0.073 -0.030 0.067
0.012 0.020 0.028
0.007 0.003 -0.009
0.041 -0.130 0.023
0.012 0.021 -0.032
0.037 0.076 -0.024
-0.006 -0.002 -0.006
-0.002 -0.007 0.004
0.091 0.084 0.010
-0.062 -0.043 -0.009
-0.005 -0.007 -0.003
0.065 -0.013 0.005
-0.004 -0.055 -0.121
-0.065 -0.038 -0.098
0.005 0.026 0.016
0.013 0.020 -0.014
-0.007 0.000 0.002
0.165 0.020 -0.034
0.007 0.018 -0.001
-0.043 0.218 -0.118
-0.048 0.119 -0.090
-0.018 0.039 0.021
-0.002 -0.001 0.008
0.037 0.024 0.004
-0.252 0.326 -0.124
-0.014 0.001 -0.031
-0.031 -0.024 0.033
0.008 -0.002 0.001
-0.227 -0.333 0.311
0.015 0.015 0.002
0.016 0.013 0.007
-0.006 0.002 -0.002
-0.024 -0.005 -0.023
0.490 0.120 0.236
-0.010 -0.013 0.060
-0.045 0.123 -0.012
-0.185 0.214 -0.241
-0.059 -0.053 -0.036
-0.017 0.016 0.011
0.235 0.135 0.401
0.005 -0.068 -0.024
-0.076 0.027 0.004
0.009 -0.006 0.006
0.003 -0.013 -0.021
-0.003 0.003 0.014
0.062 0.000 -0.023
-0.223 -0.196 -0.057
0.138 0.015 -0.058
0.008 0.000 0.010
0.001 0.006 -0.006
0.293 0.118 0.009
-0.008 -0.003 0.015

***

Entry from the OMol25 dataset: a cluster of 2 separate species, C2F7O in total (the ωB97M-V functional and the def2-TZVPD basis).

The value obtained for the HOMO-LUMO gap is 12.70 eV. As for the total charge: +1. As for the energy above the lowest of the compared OMol25 structures with the same formula, charge and spin: 1.091 eV. As for the highest occupied orbital energy: -0.6850 Eh. As for the total energy: -23129.381 eV.

Last column: natural (NBO) charge in e.
Atoms and positions in Å:
1 C 0.887 0.937 0.382  1.277
2 F -1.817 1.066 -0.211  -0.263
3 F 1.048 -1.886 0.924  -0.011
4 F 1.328 -2.199 -0.361  0.018
5 F 0.434 1.193 1.601  -0.200
6 O 0.322 0.464 -0.591  -0.451
7 C -1.179 0.073 -0.809  1.233
8 F -1.370 0.059 -2.075  -0.211
9 F 2.098 1.153 0.300  -0.164
10 F -1.371 -1.045 -0.205  -0.227

Cartesian forces, eV/Å:
-0.610 0.118 3.412
0.281 -0.677 -0.526
-0.240 0.353 1.424
0.324 -0.384 -1.383
0.013 -0.674 -3.000
-0.841 -0.440 -0.992
-1.363 1.297 1.214
0.647 -0.158 0.483
1.428 0.468 -0.227
0.362 0.096 -0.404

***

Entry from the OMol25 dataset: a structure of composition C25H39AlBCl2CsF10KLi2N2O13S2 (the ωB97M-V functional and the def2-TZVPD basis).

The value obtained for the HOMO-LUMO gap is 1.00 eV. As for the total charge: +1. As for the highest occupied orbital energy: -0.2545 Eh. As for the total energy: -154578.232 eV.

Last column: Mulliken charge in e.
Atoms and positions in Å:
1 N 0.506 -2.486 3.417  0.197
2 H -1.059 -5.934 4.550  0.151
3 H 1.895 -0.086 -4.270  0.293
4 O -0.814 -9.163 9.914  -0.289
5 C 1.751 -3.093 3.334  -0.452
6 H 5.643 7.316 -1.710  0.291
7 H -1.306 2.129 -5.784  0.369
8 H -0.185 -11.078 10.419  0.300
9 F 2.199 0.321 0.249  -0.207
10 H -8.509 0.643 -2.050  0.000
11 N 0.347 -4.398 4.427  0.199
12 H 0.254 -1.280 1.738  0.304
13 H -0.938 -1.028 3.021  0.287
14 S 3.278 1.067 -0.908  1.104
15 H -5.231 0.057 -3.717  0.187
16 O -10.585 0.680 -2.043  -0.743
17 C -4.034 1.624 -2.201  0.207
18 H 3.893 2.642 -5.797  0.312
19 H 2.007 -0.175 3.155  0.331
20 H 0.059 -0.503 -2.203  0.154
21 C -4.296 0.786 -3.618  -0.429
22 C -5.105 1.420 -0.937  0.643
23 C -0.231 -5.530 5.140  -0.642
24 Li 0.615 -8.924 5.413  0.835
25 H 0.830 0.029 4.459  0.395
26 C 5.452 5.582 -3.192  -0.514
27 H 4.371 4.585 -4.933  0.213
28 Li -2.778 -7.178 5.019  0.847
29 H -9.179 1.872 -1.088  0.317
30 C 2.235 -0.174 -3.129  -0.844
31 O -3.174 -9.697 10.305  -0.291
32 O 1.043 1.909 -2.342  -0.182
33 H 0.521 -6.309 5.290  -0.019
34 B 0.962 3.252 -2.945  0.576
35 H 0.618 0.898 2.925  0.378
36 K -7.485 -0.655 -0.358  0.946
37 F -3.942 4.804 -5.932  -0.450
38 Cs 0.822 6.866 -2.345  1.139
39 O 1.927 3.114 -4.093  -0.673
40 H 4.424 5.929 -1.084  0.195
41 F -2.755 6.919 -7.596  -0.488
42 C -2.734 2.652 -2.144  -0.372
43 F -5.787 2.724 -0.598  -0.213
44 Al -3.885 6.579 -6.235  0.900
45 O 4.167 3.365 -3.070  -0.132
46 C 4.192 4.652 -3.779  0.342
47 F -3.310 7.423 -4.752  -0.480
48 H -3.536 0.340 -5.929  0.295
49 F -5.533 7.168 -6.661  -0.460
50 H 3.223 5.322 -3.588  -0.393
51 H -0.845 -10.083 11.747  0.296
52 O 5.692 0.691 -3.893  -0.337
53 C 1.653 -4.292 3.982  -0.336
54 C 2.419 1.362 -2.588  0.838
55 C -0.487 3.894 -3.375  1.000
56 C 3.179 2.429 -3.629  0.298
57 Cl 1.469 4.414 -1.540  -0.735
58 H 2.552 -2.589 2.821  0.473
59 O -2.531 -8.385 8.282  -0.505
60 O 4.611 0.267 -1.080  -0.610
61 H 0.845 -1.985 -3.078  0.385
62 C -2.362 -10.866 10.398  -0.316
63 C 4.803 6.538 -2.010  -0.519
64 F -6.178 0.448 -1.338  -0.366
65 S -2.276 -8.475 9.703  0.968
66 C -0.333 -3.293 4.087  -0.073
67 H -2.571 3.252 -1.141  0.262
68 H 6.248 1.045 -3.114  0.352
69 C -0.955 -10.351 10.691  -0.313
70 H 3.895 7.206 -2.404  -0.079
71 H 1.457 -1.539 -1.352  0.127
72 O 3.701 2.423 -0.221  -0.563
73 H 2.346 -5.092 4.175  0.423
74 C 3.971 1.825 -4.930  -0.751
75 C -2.013 1.973 -4.844  -0.334
76 H -2.733 -11.531 11.181  0.322
77 C 0.942 -0.047 3.372  -1.221
78 O -2.387 -7.345 10.596  -0.515
79 H -0.600 -5.188 6.111  0.426
80 C 1.078 -1.052 -2.374  -0.801
81 H 8.162 6.703 -4.434  0.299
82 H 8.272 7.821 -3.400  0.269
83 H 6.351 4.922 -2.840  0.249
84 Cl -0.978 -7.069 6.485  -0.573
85 C -3.312 0.934 -4.928  -0.630
86 H 3.525 0.842 -5.380  0.286
87 H -9.205 0.262 -0.549  0.100
88 C 0.125 -1.200 2.823  -0.343
89 C -9.412 0.858 -1.454  -0.411
90 C -1.728 2.828 -3.465  0.034
91 F -0.304 4.431 -4.776  -0.309
92 H -1.376 -3.093 4.305  0.364
93 H -2.400 -11.382 9.433  0.257
94 O 7.632 7.217 -3.806  -0.583
95 F -0.825 4.998 -2.399  -0.399
96 H 5.728 6.326 -4.083  0.297
97 H 3.284 -0.729 -3.172  0.308
98 O 5.424 1.742 -4.616  -0.217
99 F -4.393 0.954 0.277  -0.232

Cartesian forces, eV/Å:
-0.360 -0.809 0.413
0.553 0.625 -0.368
0.638 0.048 2.543
-0.937 0.394 -0.710
-0.602 0.119 0.225
-1.805 -1.632 -0.293
-1.746 -0.289 2.311
-0.094 0.284 -0.105
1.217 0.567 -1.914
0.531 -0.223 -0.998
0.338 1.206 -0.947
-0.009 -0.024 0.182
0.177 -0.278 0.007
7.820 4.520 3.663
2.252 1.866 0.302
0.686 -0.130 0.397
2.109 0.057 -3.343
0.238 -1.768 2.162
-0.163 0.108 -0.072
2.196 -0.742 -0.363
2.516 1.854 -0.161
1.305 2.407 -1.185
1.088 2.480 -1.304
-0.527 0.336 0.621
-0.051 0.009 -0.136
-2.320 0.371 -0.512
-0.561 -0.406 2.133
0.107 -0.216 0.805
-0.093 0.684 0.102
-0.075 -0.079 -1.425
0.710 1.062 -0.097
2.768 -1.280 -0.177
0.252 1.328 -0.722
1.738 -1.078 -0.626
0.067 -0.250 -0.007
-2.451 -3.872 2.790
0.193 1.956 -0.247
-0.056 4.430 -1.142
1.951 -0.428 1.487
0.858 1.105 -1.771
-1.291 -0.456 1.741
-1.099 -2.024 -2.665
2.063 -4.957 -0.678
-0.298 0.150 -0.345
-2.268 -0.007 -0.868
1.014 1.984 -0.021
-0.481 -1.022 -1.561
0.484 1.485 2.496
2.122 -0.770 0.595
1.911 -1.891 -0.480
-0.012 -0.084 -0.110
2.026 -3.694 4.483
-0.752 0.447 -0.161
-3.327 -1.127 -0.726
-1.886 -0.777 -1.952
-0.866 1.528 -1.130
2.172 -2.630 1.664
0.130 -0.152 0.051
-0.035 -0.119 1.906
-5.792 1.339 0.273
0.548 2.050 1.432
0.428 -0.540 -0.295
0.846 0.497 -0.064
6.443 5.452 -0.681
-0.373 0.209 0.701
1.265 -0.088 -0.387
-0.222 -1.270 -2.475
-1.466 -0.651 -1.460
-0.158 -0.497 0.782
1.991 -1.570 0.547
-0.751 1.305 -2.150
-2.945 -5.274 -2.492
0.160 0.182 -0.117
-0.155 0.498 -0.456
-2.414 -0.244 3.084
-0.085 0.325 -0.086
0.314 0.053 0.283
0.013 -1.409 -1.636
0.624 0.954 -0.991
0.133 -1.241 -0.070
-0.191 0.132 0.174
-0.192 -0.128 -0.154
-1.799 1.437 -0.676
-2.180 -6.174 2.525
0.875 2.471 3.874
1.066 1.649 1.129
-1.499 -0.040 0.827
-0.097 0.717 -0.486
-1.127 0.434 -0.516
-3.470 -1.862 0.064
-0.803 -0.636 3.865
0.286 0.011 -0.060
0.036 -0.048 0.115
0.881 0.332 -0.028
-1.498 -3.143 -3.066
-0.476 -1.998 2.131
-2.238 1.247 0.356
-3.144 4.266 -4.306
-2.899 1.056 -3.266

***

- highest occupied orbital energy of number 2 (C2F7O)?
  -0.6850 Eh

***

- The lowest HOMO-LUMO gap belongs to which entry?
  C25H39AlBCl2CsF10KLi2N2O13S2

***

- What is the HOMO-LUMO gap in the second record?
  12.70 eV

***

- What is the HOMO-LUMO gap in the first record?
  8.18 eV